1.
A molecular structure, C20H22N7NiO7PS, computed with wB97M-V/def2-TZVPD.

As for the total energy: -3933.0653 Eh. Its spin multiplicity is 1. The calculation puts the gap between HOMO and LUMO (spin up / spin down) at 0.2979 / 0.3056 Eh. The calculation puts the LUMO energy (spin up / spin down) at -0.70 / -0.49 eV.

Last column: Mulliken charge in e.
Cartesian coordinates (Å):
1 C 1.0292 2.9144 3.4649  -0.44
2 C 0.5263 -1.2047 3.7722  0.03
3 H 4.0427 0.2675 4.1145  0.63
4 H -5.4053 0.6260 -1.0407  0.31
5 H 2.0316 2.5916 3.7166  0.56
6 H 2.8030 3.7740 1.8825  0.39
7 C -0.0243 2.6924 4.3386  -0.64
8 H 3.3622 2.9956 -1.3260  0.28
9 H -1.4428 -1.9203 0.3957  0.29
10 N -0.8488 -1.7027 3.7336  1.00
11 H -2.3276 0.4489 1.7588  0.39
12 H 0.7599 -1.9207 5.7736  0.63
13 H -1.1954 -1.9210 -1.3563  0.47
14 H -3.0213 -1.4237 -2.8280  0.40
15 O -1.4969 -1.6164 4.7590  -0.61
16 N 3.2743 3.4052 -0.4097  -0.37
17 C -1.7562 -1.4585 -0.5409  -0.90
18 C -4.3645 0.9103 -0.8747  -1.02
19 C -1.5182 3.7735 2.8038  -0.54
20 C 1.2143 -1.3956 4.9464  -0.49
21 C -2.2042 0.9130 -1.9746  -0.85
22 S 0.7185 2.8757 -0.9030  -0.56
23 N -3.9468 0.3670 0.4148  0.12
24 H -4.3031 1.9999 -0.8420  0.37
25 N 3.2581 -1.1154 6.2690  1.05
26 C -1.3039 3.1089 4.0034  -0.56
27 H 0.1589 2.1893 5.2791  0.43
28 H -2.1277 2.9313 4.6817  0.42
29 N 1.9216 3.7193 1.3834  -0.14
30 O -1.2630 -2.1977 2.7024  -0.57
31 C -3.9780 -1.0973 0.3470  -0.87
32 O 2.5137 0.9186 0.6089  -0.75
33 C -2.6177 0.8500 0.7872  -0.75
34 H -2.6206 1.9392 0.8571  0.26
35 C -3.6326 -1.0435 -2.0075  -0.92
36 O 4.3698 -0.6307 6.3400  -0.63
37 C 2.0406 3.3699 0.1004  0.26
38 H -2.2007 2.0054 -2.0065  0.45
39 C 0.7949 3.5337 2.2435  0.06
40 H -4.6688 -1.3402 -2.1809  0.32
41 H -0.6384 4.5202 0.9903  0.49
42 N -3.1908 -1.6504 -0.7565  0.10
43 C -0.4741 3.9937 1.9176  -0.06
44 H 4.0346 3.1984 0.2302  0.31
45 H -3.6107 -1.5074 1.2881  0.44
46 C 2.9904 0.9424 1.8068  0.36
47 O 0.3014 -0.2947 1.6278  -0.41
48 N -3.5833 0.4208 -2.0118  0.10
49 P -1.3539 0.3345 -0.4470  1.91
50 C 2.3580 0.0470 2.8347  0.01
51 H -2.5091 4.1322 2.5554  0.39
52 C 3.0576 -0.1639 4.0073  -0.22
53 O 2.7197 -1.7442 7.1598  -0.64
54 C 2.4982 -0.8953 5.0398  -0.71
55 Ni 0.7056 0.8229 0.1847  -0.20
56 O 3.9007 1.7027 2.1342  -0.69
57 H -5.0163 -1.4037 0.2066  0.29
58 H -1.6659 0.5589 -2.8568  0.43
59 C 1.0508 -0.4914 2.6609  0.58

=====

2.
A molecular structure, C20H22N7STi, computed with wB97M-V/def2-TZVPD.

As for the energy above the lowest of the compared OMol25 structures with the same formula, charge and spin: 105.2 kJ/mol. Its net charge is +3. As for the total energy: -2405.3464 Eh. Its spin multiplicity is 1. The calculation puts the gap between HOMO and LUMO at 0.2191 Eh. The calculation puts the LUMO energy at -11.55 eV.

Last column: Mulliken charge in e.
Cartesian coordinates (Å):
1 H 2.4790 -5.3789 -1.0919  0.47
2 Ti -0.3869 -0.0172 -0.7019  0.71
3 C 2.2536 -3.4768 -0.1014  -0.81
4 H -6.3280 5.3404 -0.4723  0.32
5 C -4.2878 -3.8599 -1.2548  -0.41
6 C -2.5423 2.1418 0.1421  0.51
7 S 0.9708 1.3213 -1.8805  -0.12
8 H -4.1422 4.8070 -1.5099  0.31
9 C 0.3691 -2.8908 -2.0008  -0.04
10 H 1.7428 3.6264 0.8105  0.29
11 N 1.3205 1.1725 0.8595  -1.11
12 C -5.8375 -4.9611 0.2091  -0.34
13 C -4.3590 -3.3140 1.1367  -0.38
14 C -5.3024 -4.7737 -1.0627  -0.71
15 N 1.1318 -0.1337 0.4992  0.73
16 H -4.7219 3.0122 2.0679  0.30
17 C 1.2996 1.9459 -0.2145  0.70
18 C -3.8203 -3.1314 -0.1486  0.73
19 H -0.3782 -2.6415 -2.7446  0.53
20 H -5.8538 2.9293 -0.7809  0.31
21 C -4.7323 2.6712 1.0314  -0.72
22 H 1.5783 3.8439 -0.9021  0.25
23 H -3.9792 6.2265 -0.4889  0.35
24 C -5.8100 3.3678 0.2195  -0.54
25 H -5.6196 5.3165 1.1280  0.33
26 H -3.9829 -2.7470 1.9776  0.46
27 C -5.5540 4.8699 0.1316  -0.67
28 C 1.0192 -4.1263 -2.0430  -0.80
29 H 2.9967 -3.6668 0.6621  0.46
30 H -4.8251 1.5867 1.0168  0.47
31 C -3.0785 4.4893 0.3276  -0.64
32 N -1.7518 1.3236 -0.1684  -0.23
33 C 1.5826 -2.2757 -0.1370  0.76
34 H -5.7966 -4.3983 2.2830  0.43
35 H -2.1010 4.5796 -0.1429  0.43
36 N 0.6415 -1.9764 -1.0793  0.10
37 N 1.4852 3.2488 -0.0933  -0.33
38 N -1.9319 -1.4214 -0.4526  -0.21
39 H 2.7329 -1.0901 1.4077  0.48
40 C 1.8884 -1.1462 0.7253  -0.29
41 H -6.7676 3.1651 0.7005  0.34
42 C -2.7846 -2.1945 -0.3216  0.02
43 H 0.7765 -4.8250 -2.8317  0.44
44 N -3.3830 3.0233 0.4714  -0.02
45 H -6.6320 -5.6819 0.3503  0.43
46 C -4.1824 5.1550 -0.4744  -0.56
47 C 1.9626 -4.4282 -1.0836  -0.24
48 H -3.8686 -3.7000 -2.2392  0.44
49 H -3.0229 4.8831 1.3439  0.30
50 C -5.3697 -4.2375 1.3030  -0.70
51 H -5.6824 -5.3424 -1.8998  0.44

=====

3.
A molecular structure, C20H22N8O4Pd, computed with wB97M-V/def2-TZVPD.

As for the energy above the lowest of the compared OMol25 structures with the same formula, charge and spin: 8.5 kJ/mol. Its net charge is +2. As for the total energy: -1641.6240 Eh. Its spin multiplicity is 5. The calculation puts the gap between HOMO and LUMO (spin up / spin down) at 0.3263 / 0.2151 Eh. The calculation puts the LUMO energy (spin up / spin down) at -5.95 / -8.64 eV.

Last column: Löwdin spin population.
Cartesian coordinates (Å):
1 O -1.8958 1.1646 0.9326  0.08
2 H 0.2201 -0.0581 6.6362  0.00
3 H -1.1588 2.0104 6.5454  0.01
4 C -0.3594 -2.4626 -2.0623  0.01
5 H 4.0410 0.0410 -1.1370  0.00
6 C -2.0462 -0.2341 -4.5800  0.00
7 C -1.8058 0.8570 -2.4727  0.01
8 H 0.5951 -5.6572 -3.7952  0.00
9 N 0.3035 2.4332 -0.5111  0.40
10 H -2.0885 2.8060 4.4383  0.00
11 N 0.8077 -4.5139 -0.8110  0.01
12 C -0.1813 0.2887 5.6941  -0.01
13 H 1.2442 -6.4001 -2.3567  0.00
14 O -0.1564 -0.6518 2.2573  0.31
15 N -0.0760 -3.5049 -2.7887  0.00
16 C -1.0061 -1.2956 -2.7209  0.01
17 C 1.5025 2.3522 -0.9537  0.02
18 C -0.4596 0.0434 3.2607  0.10
19 H -3.5830 2.9441 2.6909  0.00
20 H 3.9194 1.6573 -1.8625  0.00
21 C 3.7043 1.0598 -0.9804  0.00
22 H -3.0196 3.3184 1.0523  0.00
23 H -1.2402 -2.2448 -4.6109  0.00
24 H 1.9565 -1.5814 0.6767  0.00
25 C 0.5123 -4.5308 -2.1187  0.00
26 O 2.4668 -0.9461 0.1483  0.01
27 C -1.9351 1.7729 1.9975  0.02
28 C -2.2495 0.8805 -3.7852  0.00
29 O -0.5441 3.3088 -0.5544  0.56
30 C 2.1202 3.4995 -1.7019  0.02
31 H 1.1619 -4.1584 1.5646  0.00
32 H -2.3797 -0.2441 -5.6088  0.00
33 C -1.2759 1.2556 3.2303  0.10
34 N -1.1908 -0.2072 -1.9576  0.10
35 N 1.6275 0.1153 -0.1308  0.10
36 H 4.2733 1.4787 -0.1464  0.00
37 C -2.7010 3.0583 2.0566  0.00
38 C -0.9545 1.4512 5.6426  0.26
39 C -1.4859 1.9094 4.4172  0.05
40 N -0.1164 -2.3451 -0.7415  0.10
41 N 0.8121 -5.6148 -2.8141  0.00
42 H -2.0919 3.8640 2.4672  0.00
43 H 1.4918 4.3809 -1.6020  0.00
44 C 2.2437 1.1046 -0.6678  0.01
45 N 0.8223 -3.3060 1.1432  0.00
46 C 0.0594 -0.3996 4.5393  0.19
47 H -2.7456 1.7616 -4.1660  0.00
48 H 3.1101 3.7303 -1.3119  0.00
49 Pd -0.5119 -0.3882 0.0837  1.51
50 H 0.2562 -2.7118 1.7328  0.00
51 C 0.4834 -3.4151 -0.1696  0.01
52 H -1.9426 1.7031 -1.8119  0.00
53 H 0.6602 -1.2991 4.5260  0.01
54 H 2.2203 3.2655 -2.7634  0.00
55 C -1.4142 -1.3459 -4.0385  0.00

=====

4.
A molecular structure, C20H23AlBrGeN2O2, computed with wB97M-V/def2-TZVPD.

Its net charge is +1. As for the total energy: -5929.2606 Eh. Its spin multiplicity is 1. The calculation puts the gap between HOMO and LUMO at 0.2645 Eh. The calculation puts the LUMO energy at -3.86 eV.

Last column: Mulliken charge in e.
Cartesian coordinates (Å):
1 C 2.9924 -1.3390 -3.4478  -1.19
2 Ge 1.7049 -0.0771 -2.7162  0.76
3 H -0.3272 -0.9892 -3.9295  0.34
4 H -1.1912 -4.2935 3.7592  0.42
5 C -4.1560 2.6590 -1.5524  -0.40
6 Br -6.7691 1.5188 -1.5471  -0.16
7 H -0.6576 0.6484 -3.3337  0.31
8 H -4.9617 -0.2574 -0.0435  0.47
9 H -2.2117 3.5596 -1.5820  0.44
10 H 3.3998 -0.9740 -4.3928  0.36
11 C 1.2339 -0.6051 -0.8905  -0.98
12 C 1.0443 -1.7435 3.6865  0.89
13 N -1.1987 -0.5081 1.0621  0.35
14 H 2.1470 2.0257 -0.5738  0.25
15 C 2.1489 0.5920 2.7342  -0.08
16 C -4.9319 1.5775 -1.1243  -0.26
17 C -4.3607 0.5745 -0.3932  -0.80
18 H 2.9437 1.8797 -3.7637  0.40
19 H 0.3191 0.4124 -4.7950  0.40
20 H 1.8408 2.5168 -2.5665  0.44
21 H 2.5181 -2.3050 -3.6280  0.37
22 C -2.8132 2.7231 -1.2525  -0.54
23 H 1.2492 2.9972 0.2470  0.39
24 C -2.1953 1.7007 -0.5286  0.18
25 H 0.8574 -3.5301 4.8892  0.42
26 C -0.7328 -1.4264 2.0362  0.24
27 H 3.8177 -1.4857 -2.7483  0.37
28 C -2.9858 0.6147 -0.0923  0.36
29 C -0.7211 -3.3649 3.4627  -0.88
30 C 0.4737 -1.0015 2.6436  0.41
31 H 0.6458 -1.5219 -1.0200  0.34
32 H 2.1706 -0.9271 -0.4112  0.38
33 H 3.4230 1.7865 -2.0891  0.43
34 C 2.7611 -0.0650 3.8112  -0.88
35 H 3.6603 0.3511 4.2426  0.42
36 O -0.9009 1.7792 -0.2641  -0.47
37 C 2.2230 -1.2324 4.2732  -0.54
38 N 1.0448 0.1523 2.1613  0.21
39 H 2.6911 -1.7746 5.0869  0.45
40 H 2.5836 1.4922 2.3210  0.51
41 O 1.5995 2.0959 0.2310  -0.50
42 C -1.3064 -2.6009 2.4278  -0.69
43 C 2.5550 1.7077 -2.7589  -1.57
44 H -2.2073 -2.9625 1.9455  0.46
45 C -2.4473 -0.4051 0.7568  0.45
46 Al 0.2958 0.6105 0.3075  0.01
47 C 0.0947 0.0101 -3.8053  -1.14
48 C 0.4176 -2.9474 4.0889  -0.92
49 H -4.6208 3.4522 -2.1238  0.43
50 H -3.1602 -1.1006 1.1995  0.34

=====

5.
A molecular structure, C20H23BBr2N6O3RuS2, computed with wB97M-V/def2-TZVPD.

As for the energy above the lowest of the compared OMol25 structures with the same formula, charge and spin: 0.0 kJ/mol. Its net charge is +1. As for the total energy: -7394.2965 Eh. Its spin multiplicity is 2. The calculation puts the gap between HOMO and LUMO (spin up / spin down) at 0.2751 / 0.2358 Eh. The calculation puts the LUMO energy (spin up / spin down) at -2.51 / -3.62 eV.

Last column: Löwdin spin population.
Cartesian coordinates (Å):
1 H -2.2867 -3.3577 3.2963  0.00
2 H -0.0857 -0.6970 -3.3561  0.00
3 H -4.2362 -4.7458 -0.5191  0.00
4 N -2.3631 -3.3658 1.2173  0.00
5 N -2.6137 -3.5024 -1.0527  0.00
6 H -4.4311 -3.8032 -2.0026  0.00
7 Br 0.0011 -0.4223 4.7853  0.00
8 H 1.9308 -1.3456 -2.4220  0.00
9 O -0.0615 2.3505 -1.3765  0.00
10 S -2.4414 -0.0992 -0.3576  -0.01
11 N -0.6075 -0.1526 -2.6814  0.00
12 H -4.5575 -2.9937 -0.4402  0.00
13 C 4.3802 -0.5535 -0.3889  0.00
14 H 0.5067 4.8277 2.2069  0.00
15 C -2.8688 -0.1252 -1.9678  0.00
16 C -0.2441 4.8233 -1.6426  0.00
17 N -4.1653 -0.1089 -2.3262  0.00
18 H -1.3463 -2.0607 2.5312  0.00
19 H -0.4418 4.8117 -2.7062  0.00
20 C 2.7966 -0.5089 4.1467  0.00
21 H 5.1597 -0.5638 -1.1382  0.00
22 C -0.1935 6.0148 -0.9201  0.00
23 C 1.2422 -0.4510 2.2740  -0.01
24 O 0.3903 2.3735 0.8689  0.00
25 C -0.0320 3.6658 -0.9342  0.00
26 N -1.9735 -0.2449 -2.9688  0.00
27 C -1.8329 -3.2819 0.0087  0.01
28 H -2.1457 -3.5332 -1.9409  0.00
29 C 1.4876 -0.4653 3.6295  0.02
30 C 0.2970 4.8394 1.1461  0.00
31 H 5.7459 -0.6062 1.2398  0.00
32 O 0.0243 -0.3997 1.7668  0.06
33 C 0.0689 6.0224 0.4448  0.00
34 H -4.4400 0.1185 -3.2690  0.00
35 H -2.2642 0.0565 -3.8892  0.00
36 C 3.0292 -0.5380 -0.7913  0.00
37 C -1.6377 -3.1058 2.4619  0.00
38 H -4.8318 0.0975 -1.6002  0.00
39 H 3.4866 -0.6314 -2.8901  0.00
40 H -0.3599 6.9518 -1.4340  0.00
41 C 4.7091 -0.5688 0.9352  0.00
42 H -0.7426 -3.7215 2.5057  0.00
43 H 2.1278 0.4215 -2.4588  0.00
44 S -0.1491 -3.0026 -0.2417  0.05
45 Br 5.6068 -0.5759 4.0407  0.00
46 N 2.0587 -0.5268 0.1043  -0.01
47 B 0.1852 1.5650 -0.2305  0.01
48 C 2.3611 -0.5074 1.4251  0.00
49 C 3.6834 -0.5380 1.9004  0.00
50 C -4.0370 -3.7812 -0.9911  0.00
51 H 2.9546 -0.5142 5.2158  0.00
52 H -3.3657 -3.4397 1.2876  0.00
53 C 3.8661 -0.5403 3.3011  0.02
54 C 0.2362 3.6726 0.4235  0.00
55 Ru -0.0191 -0.4898 -0.2775  0.85
56 H 0.0987 6.9649 0.9741  0.00
57 C 2.6263 -0.5255 -2.2329  0.00
58 H -0.2856 0.8179 -2.6895  0.00

=====

6.
A molecular structure, C20H23BF6N11O4PS2Ti, computed with wB97M-V/def2-TZVPD.

As for the energy above the lowest of the compared OMol25 structures with the same formula, charge and spin: 67.5 kJ/mol. As for the total energy: -4290.6172 Eh. Its spin multiplicity is 3. The calculation puts the gap between HOMO and LUMO (spin up / spin down) at 0.2207 / 0.3088 Eh. The calculation puts the LUMO energy (spin up / spin down) at 0.01 / 0.00 eV.

Last column: Löwdin spin population.
Cartesian coordinates (Å):
1 F 0.0631 -1.1960 4.5900  0.00
2 H 5.8047 0.9572 1.0509  0.00
3 N 1.2141 -0.9502 -1.8528  0.02
4 C -1.2346 -3.3221 1.6448  0.00
5 C 3.3696 -1.1966 0.8703  0.01
6 C 0.3440 3.4545 0.7092  0.01
7 H 5.3819 -1.6861 1.6917  0.00
8 N 1.1562 2.5148 0.2166  0.01
9 H -0.7182 3.2765 0.7629  0.00
10 H 2.7671 -2.0893 0.9351  0.00
11 C -1.6841 0.1029 -1.9753  0.01
12 H 0.5059 -2.2646 2.4953  0.00
13 S 0.3057 1.2139 3.4875  0.00
14 C 4.6957 -0.9845 1.2507  0.00
15 O -1.6625 0.8286 0.9005  0.01
16 H 3.2876 -0.6599 -2.2486  0.00
17 H -3.1462 2.7428 -3.0997  0.00
18 Ti 0.6680 0.3003 -0.0034  1.74
19 P -1.4613 -1.7052 -1.9530  0.01
20 C 1.0819 4.5640 1.1228  0.00
21 C -2.4630 2.0441 -2.6495  0.00
22 N -1.1904 1.6279 3.2493  0.00
23 H 4.6165 2.8959 -0.0880  0.00
24 O 0.8223 0.3651 2.4307  0.01
25 H -0.7173 3.1271 -1.8312  0.00
26 H -3.5624 -3.2430 -0.7425  0.00
27 H -3.6644 -0.7080 -3.8641  0.00
28 C 2.1344 -1.9836 -3.5953  0.00
29 H -2.7317 -4.7893 -0.4918  0.00
30 H 3.4213 2.0378 -1.4709  0.00
31 C -3.9192 0.0612 -3.1372  0.00
32 N -2.7194 0.7015 -2.6266  0.01
33 N 0.8069 -2.3160 -3.5334  0.01
34 C 2.3918 4.2173 0.8511  0.01
35 F -0.7871 0.4092 5.7612  0.00
36 F -4.0792 2.0272 3.5043  0.00
37 H 3.3118 4.7562 1.0002  0.00
38 O 1.0739 2.3212 3.9396  0.00
39 H -3.6678 -4.0490 0.8248  0.00
40 N 2.4107 2.9876 0.3189  0.01
41 C 0.2821 -1.6653 -2.4612  0.02
42 N 2.8501 -0.0757 0.3698  0.01
43 F 1.3572 0.1648 5.6591  0.00
44 H -1.6057 -4.0351 2.3599  0.00
45 F -3.2488 3.1044 1.8169  0.00
46 C -3.5671 1.8998 2.2879  0.00
47 C -0.1922 -2.4433 1.6978  0.01
48 C 0.0967 -3.1671 -4.4701  0.00
49 C -1.2616 2.2186 -2.0238  0.01
50 H -0.5416 -2.5762 -5.1266  0.00
51 N -1.8474 -3.1245 0.4415  0.01
52 N -0.1622 -1.7146 0.5483  0.01
53 H -0.5161 -3.8896 -3.9349  0.00
54 C -1.1668 -2.1387 -0.2054  0.02
55 H 0.7195 5.4714 1.5728  0.00
56 S -2.0979 0.7887 2.2849  0.00
57 C 0.2250 0.0760 4.9678  0.00
58 C -3.0178 -3.8477 -0.0230  0.00
59 O -2.5537 -0.4768 2.7816  0.00
60 N -0.7916 1.0119 -1.6110  0.02
61 H 0.8240 -3.7030 -5.0739  0.00
62 H -4.4891 -0.3882 -2.3254  0.00
63 B 3.6268 2.2404 -0.2930  0.00
64 C 2.3714 -1.1393 -2.5490  0.01
65 N 3.8058 0.8648 0.4217  0.01
66 F -4.4954 1.3642 1.4852  0.00
67 H 2.7791 -2.3723 -4.3639  0.00
68 C 4.9253 0.3460 0.9412  0.00
69 H -4.5343 0.8151 -3.6204  0.00

=====

Result set for strongest force on any atom: 0.31 0.61 0.19 0.59 1.92 0.60 eV/Å, one per record in the order listed.